The following is a DFT calculation (ωB97M-V/def2-TZVPD) of a structure of composition C31H40N2O3P2SV.

Last column: Löwdin charge in e.
Geometry (Å):
V 0.0068 0.0252 0.0767  0.782
S 0.2472 -2.4470 -2.4742  0.663
P -2.4500 0.3673 0.2269  1.071
P 2.4218 0.4833 0.3540  1.070
O 1.5086 -2.3528 -3.1363  -0.255
O -0.9602 -2.1206 -3.1632  -0.260
O 0.1292 -1.8112 1.1577  -0.075
N 0.3265 -1.5856 -1.0471  -0.159
N 0.0229 1.7482 -0.6935  -0.116
C -0.1311 -6.1606 0.0145  -0.039
C 1.8291 2.0393 2.5243  -0.108
C -2.7694 -0.7972 2.7392  -0.103
C 2.4674 1.8463 -0.8307  -0.277
C 2.9163 1.0984 2.0032  -0.529
C -3.4201 4.2307 -0.7395  -0.066
C -0.1068 -6.3277 -1.3681  -0.034
C 0.0996 -3.9952 -1.6434  -0.211
C -3.5297 2.8748 -0.4907  -0.088
C -3.3998 -2.1044 -0.5751  -0.099
C 0.0808 -3.8166 -0.2722  -0.131
C -2.1548 4.7901 -0.8454  -0.050
C 3.6273 2.4003 -1.3743  -0.082
C 4.2831 1.7767 2.0603  -0.089
C -0.0381 -4.8964 0.5840  0.020
C 4.9135 -0.5449 -0.7800  -0.093
C -1.0227 3.9942 -0.7935  -0.030
C 2.3305 3.5370 -3.0277  -0.048
C 3.5436 -0.8694 -0.1903  -0.507
C -1.1313 2.6115 -0.6429  -0.261
C -5.1867 -0.4100 -0.0430  -0.095
C 1.1644 3.0343 -2.4758  -0.031
C 3.6827 -1.8719 0.9629  -0.104
C -2.7344 0.5651 2.0451  -0.517
C -2.4025 2.0573 -0.4065  -0.294
C 3.5655 3.2597 -2.4559  -0.062
C -3.8983 1.4469 2.4930  -0.088
C 0.0086 -5.2402 -2.2292  -0.007
C -3.7698 -0.6183 -0.5818  -0.503
C 0.1917 -2.3773 0.0342  -0.517
C 1.2195 2.2348 -1.3361  -0.276
H -0.1818 -7.3231 -1.7852  0.118
H 0.2140 3.2617 -2.9353  0.123
H -0.2257 -7.0309 0.6491  0.116
H 2.7475 -2.0611 1.4938  0.062
H -2.7497 -0.6560 3.8206  0.089
H 0.0245 -5.3641 -3.3031  0.132
H -0.0519 4.4561 -0.8802  0.115
H -2.0413 5.8583 -0.9750  0.115
H -3.6926 -1.3279 2.5022  0.072
H -3.8306 1.5987 3.5719  0.089
H 5.5730 -0.0364 -0.0760  0.069
H 4.4130 -1.5191 1.6943  0.083
H -3.8844 2.4291 2.0238  0.067
H -5.8910 -0.9272 -0.6959  0.089
H -4.5129 2.4497 -0.3392  0.096
H -5.2967 -0.8372 0.9541  0.072
H 4.2789 2.6997 1.4776  0.080
H -1.8108 1.0827 2.3520  0.100
H 4.8492 0.0488 -1.6888  0.071
H -0.0573 -4.7555 1.6562  0.129
H 5.3951 -1.4877 -1.0469  0.090
H -4.3047 4.8479 -0.8100  0.112
H 2.2696 4.1579 -3.9118  0.115
H -2.5109 -2.2982 -1.1741  0.046
H -4.8609 0.9765 2.2913  0.071
H 2.9633 -1.3445 -0.9873  0.085
H -4.2170 -2.6833 -1.0082  0.092
H 1.7381 2.9285 1.8963  0.084
H 4.0457 -2.8241 0.5741  0.090
H -1.9311 -1.4392 2.4652  0.055
H 2.0767 2.3678 3.5347  0.089
H 0.8434 1.5644 2.5792  0.057
H 4.5217 2.0415 3.0917  0.088
H 5.0863 1.1416 1.6898  0.063
H -3.7262 -0.2619 -1.6171  0.121
H 4.4694 3.6844 -2.8695  0.112
H 4.5900 2.1469 -0.9538  0.098
H -5.4873 0.6349 0.0060  0.059
H -3.2383 -2.4775 0.4383  0.074
H 2.9224 0.2038 2.6351  0.109

Calculated values
Strongest force on any atom (eV Å⁻¹): 0.67
Net charge: +1
Kohn-Sham gap (alpha / beta) (eV): 7.163 / 7.699
Spin multiplicity: 3
ΔE to the lowest compared entry with this formula, charge and spin (kcal per mole): 0.0
⟨S²⟩: 2.04

=====

The following is a DFT calculation (ωB97M-V/def2-TZVPD) of a cluster of 2 separate species, CH3NO2P in total in a non-equilibrium geometry.

Last column: Löwdin charge in e.
Geometry (Å):
P 1.0858 0.5229 -0.2222  0.635
O -2.7797 -0.5260 -0.1383  -0.073
O 0.7952 -1.0901 -0.2741  -0.491
N -1.1576 1.1004 0.4621  -0.093
C -1.9471 0.3014 0.1432  -0.710
H 1.9206 0.5951 1.0189  -0.112
H 2.2812 0.1493 -0.8661  -0.162
H -0.1983 -1.0530 -0.1236  0.006

Calculated values
Strongest force on any atom (eV Å⁻¹): 3.45
Net charge: -1
Kohn-Sham gap (eV): 7.802
ΔE to the lowest compared entry with this formula, charge and spin (kcal per mole): 19.5

=====

The following is a DFT calculation (ωB97M-V/def2-TZVPD) of the ion C3H7ClNS with charge +1 in a non-equilibrium geometry.

Last column: Löwdin charge in e.
Geometry (Å):
Cl 2.4285 -0.9541 -0.9315  0.646
S -0.0764 1.6602 1.4489  0.901
N -1.8160 -0.4283 0.2484  0.068
C 1.9164 0.5913 -0.2101  -0.603
C -0.4162 -0.7641 -0.2036  -0.122
C 0.6013 0.6136 0.4272  -0.698
H -0.6020 -0.7041 -1.3260  0.135
H -1.5966 0.5363 0.8821  0.059
H 1.6746 1.3907 -1.1010  0.179
H -2.4339 -0.0190 -0.4079  0.133
H 2.6588 1.0078 0.3320  0.039
H -2.3015 -1.1693 0.7197  0.150
H -0.0370 -1.7612 0.1218  0.112

Calculated values
SMILES: [NH3+]CC(=S)CCl
Strongest force on any atom (eV Å⁻¹): 4.89
Net charge: +1
Kohn-Sham gap (eV): 9.444
ΔE to the lowest compared entry with this formula, charge and spin (kcal per mole): 17.7

=====

The following is a DFT calculation (ωB97M-V/def2-TZVPD) of a cluster of 9 separate species, C9H18Cl18 in total.

Last column: Löwdin charge in e.
Geometry (Å):
Cl 0.5079 -1.7754 -2.7409  0.529
Cl 2.6664 -3.6266 1.4077  0.523
Cl -0.2180 -3.0465 1.0921  0.567
Cl 0.1928 1.2801 3.4878  0.513
Cl -3.0449 -1.6290 -1.5841  0.508
Cl 2.8886 4.6676 0.3454  0.501
Cl -2.4143 -0.9298 3.0592  0.506
Cl -1.3943 4.7228 -3.6805  0.505
Cl 0.1282 4.9214 -0.5117  0.504
Cl 2.8255 -3.5039 -2.3048  0.553
Cl 4.4242 -0.2541 -3.4933  0.538
Cl 3.8594 2.1954 -1.9671  0.520
Cl -1.9973 -2.4764 5.4763  0.517
Cl -0.9342 1.2829 -0.6981  0.587
Cl 0.8762 2.8768 -3.9685  0.527
Cl -1.4103 1.6031 5.9355  0.498
Cl 1.5202 0.2160 0.4982  0.552
Cl -5.1926 -1.8378 0.3734  0.479
C -2.6762 -2.5097 3.8444  -0.990
C -0.8580 3.0464 -3.6710  -1.043
C -0.1124 2.2749 4.9229  -0.986
C -0.2354 -0.0284 0.2625  -1.048
C 1.1581 -4.0922 0.6305  -0.996
C -4.0113 -0.7327 -0.4123  -1.009
C 1.3285 3.8527 0.2213  -1.066
C 3.3569 0.5418 -2.3404  -1.076
C 1.7726 -2.7826 -3.5320  -0.940
H 2.3417 0.6249 -2.7105  -0.030
H -0.7336 -0.0549 1.2208  -0.077
H -4.5531 0.0501 -0.9299  0.029
H 3.4113 -0.0062 -1.4106  -0.027
H -1.1106 2.6167 -2.7105  -0.074
H 1.3071 -4.0657 -0.4435  -0.060
H -0.3973 3.2686 4.6022  0.026
H 1.4515 2.9894 -0.4212  -0.059
H 1.0110 3.5476 1.2119  0.006
H 0.7955 2.2923 5.5120  0.025
H -3.4228 -0.2932 0.3850  -0.027
H 1.2944 -3.5682 -4.1024  0.030
H 0.9240 -5.1083 0.9278  0.027
H -0.3422 -0.9523 -0.2914  -0.103
H -2.2592 -3.3066 3.2387  0.002
H 2.3758 -2.1470 -4.1681  -0.007
H -1.3555 2.5395 -4.4893  0.023
H -3.7442 -2.6835 3.9266  0.026

Calculated values
SMILES: ClCCl.ClCCl.ClCCl.ClCCl.ClCCl.ClCCl.ClCCl.ClCCl.ClCCl
Strongest force on any atom (eV Å⁻¹): 0.71
Kohn-Sham gap (eV): 10.859
ΔE to the lowest compared entry with this formula, charge and spin (kcal per mole): 1.9